Entry 1:
Density functional theory data (ωB97M-V/def2-TZVPD) for the ion C5H10NO with charge +1.

Each line ends with the natural charge from an NBO analysis.
Atoms and positions in Å:
C -2.524 0.202 0.337  -0.3387
C -1.569 0.431 -0.616  -0.2509
C -0.413 -0.552 -0.785  -0.4953
C 0.892 -0.011 -0.322  -0.1402
N 0.908 0.769 1.001  -0.6827
C 2.142 -0.944 -0.149  0.4341
O 3.135 -0.487 0.323  -0.4691
H -2.950 -0.801 0.401  0.2181
H -2.946 0.960 0.979  0.2201
H -1.701 1.273 -1.318  0.2413
H -0.153 -0.928 -1.787  0.2546
H -0.786 -1.475 -0.309  0.2429
H 1.289 0.710 -1.061  0.2450
H 0.081 1.372 0.937  0.4550
H 0.869 0.154 1.814  0.4453
H 1.758 1.333 1.028  0.4618
H 1.968 -2.007 -0.472  0.1586

Values from the calculation:
- ΔE to the lowest compared entry with this formula, charge and spin: 72.09 kcal per mole
- Energy: -326.16693 Ha
- Molar mass: 100.14 g mol⁻¹
- Kohn-Sham gap: 9.332 eV
- Net charge: +1
- HOMO energy: -13.3 eV
- SMILES string: C=CC[C@@H]([NH3+])C=O

Entry 2:
Density functional theory data (ωB97M-V/def2-TZVPD) for the ion C5H10NO with charge +2.

Each line ends with the natural charge from an NBO analysis.
Atoms and positions in Å:
O -0.789 1.266 0.268  -0.5159
C -1.768 0.482 0.028  0.5017
C -1.677 -1.033 0.273  -0.5104
C -0.246 -1.523 0.400  -0.5344
C 0.956 -0.689 0.380  0.1445
C 1.506 -0.073 -0.723  0.1490
N 1.769 1.313 -0.480  -0.7423
H -2.601 0.771 -0.653  0.2405
H -2.321 -1.422 -0.554  0.3004
H -2.314 -1.314 1.132  0.3212
H -0.003 -2.289 -0.369  0.3387
H -0.270 -2.079 1.432  0.3082
H 1.675 -0.778 1.138  0.2657
H 1.420 -0.279 -1.723  0.2546
H 2.449 1.324 0.309  0.4866
H 2.350 1.922 -1.096  0.4881
H 0.917 1.841 -0.548  0.5035

Values from the calculation:
- 2S+1: 2
- ΔE to the lowest compared entry with this formula, charge and spin: 47.44 kcal per mole
- Energy: -325.64157 Ha
- Molar mass: 100.14 g mol⁻¹
- Kohn-Sham gap (alpha / beta): 8.902 / 6.570 eV
- Net charge: +2
- HOMO energy (alpha / beta): -19.7 / -19.4 eV

Entry 3:
Density functional theory data (ωB97M-V/def2-TZVPD) for a structure of composition C5H10NO2.

Each line ends with the natural charge from an NBO analysis.
Atoms and positions in Å:
O 3.072 -0.743 1.109  -0.7899
C 3.088 0.172 0.266  0.6261
O 3.402 0.206 -0.948  -0.7963
C -1.710 -0.916 1.214  0.1407
C -0.499 -0.996 0.276  -0.4970
C -0.012 0.234 -0.471  -0.4154
C -1.009 0.980 -1.377  -0.6140
N -2.711 -0.043 1.104  -0.6765
H -1.711 0.475 1.399  0.3804
H -0.743 -1.785 -0.474  0.2218
H 0.325 -1.362 0.873  0.2531
H 0.872 -0.058 -1.041  0.2575
H 0.314 0.956 0.301  0.1951
H -1.627 -1.791 1.889  0.1345
H -1.825 1.307 -0.737  0.2162
H -1.327 0.311 -2.178  0.1880
H 2.697 1.174 0.597  -0.0263
H -0.596 1.880 -1.802  0.2020

Values from the calculation:
- ΔE to the lowest compared entry with this formula, charge and spin: 89.66 kcal per mole
- Energy: -401.68393 Ha
- Molar mass: 116.14 g mol⁻¹
- Kohn-Sham gap: 7.637 eV
- Net charge: -1
- HOMO energy: -4.1 eV